Here is C46H94CdF6O25 as an isolated structure from the OMol25 dataset. Energies are from ωB97M-V/def2-TZVPD.

Positions of all 172 atoms, in Å:
1 H 2.03500 1.13020 3.62318
2 C 1.72344 -3.25124 -0.52423
3 H 0.26458 -1.92989 -6.86876
4 H 0.66363 0.54404 10.82484
5 H 4.53091 5.12530 -3.49999
6 O 0.50876 4.53477 7.91968
7 H -4.75636 1.49445 4.83190
8 H -5.19031 -5.96499 0.81931
9 H -0.56142 -5.00642 -3.36781
10 C -3.57025 0.34775 3.55824
11 H -2.70179 -5.24257 0.87847
12 C 4.53853 7.25898 -2.65632
13 C 3.60979 1.54283 -3.59042
14 O -2.84983 -1.02649 -6.67311
15 C -1.27880 0.32971 -1.63566
16 H -3.11897 0.76701 -6.08766
17 C -2.11139 -3.70393 4.08249
18 H 1.37373 -4.56002 -5.08573
19 C 0.80021 2.84369 6.15876
20 C -6.43511 0.25782 -8.10069
21 O 0.87224 0.05203 -0.62697
22 H -3.18107 -2.38899 2.03722
23 H -2.26897 -2.88276 -6.95546
24 C -5.09301 -0.04099 -6.18927
25 H 1.71890 4.43775 9.61112
26 H -0.47319 -3.03670 5.34803
27 H -5.90059 1.26403 -10.02405
28 H 1.60153 -2.90155 -7.03511
29 H -1.35159 2.45269 2.46067
30 H 2.15771 -4.25863 -0.53158
31 H 3.18413 1.32664 -0.32367
32 C 7.25033 2.50664 -1.73433
33 C 5.94264 6.13402 -1.19596
34 O 3.82542 -2.90624 -3.95768
35 H -4.27710 0.29339 2.72732
36 C -3.00513 -2.38736 -6.31837
37 O 5.50328 0.63553 0.53293
38 H 4.70511 7.67046 -3.64713
39 C 4.60868 -1.90430 -4.42996
40 H 3.62334 -1.88122 0.58648
41 H 2.68431 2.43880 1.03305
42 H 1.97063 -1.33867 -6.43658
43 H 2.26088 5.74394 -3.35590
44 C -5.94238 -0.94562 6.02485
45 O 4.99794 5.24185 -1.54136
46 C 1.43728 3.82891 7.10215
47 H -1.74009 0.89431 1.72352
48 H -3.44012 -0.50634 -4.79941
49 C -3.27566 -4.38753 1.24844
50 H -6.12639 2.45100 6.01751
51 H 2.86461 1.40250 -4.37372
52 O 1.29954 1.93918 9.53036
53 O -5.44900 -0.32716 4.84970
54 O -5.91865 1.05466 7.57817
55 H -2.76591 -2.56436 -5.26622
56 H 7.63791 3.51747 -1.62302
57 C -6.38379 0.38001 -9.60390
58 H -7.51352 0.43993 6.37122
59 H -0.24576 -4.03435 -5.79297
60 H 3.88239 7.87715 -2.04278
61 C -4.48360 -1.06772 -10.04786
62 C -0.12424 -4.02725 -3.59369
63 H -4.12734 -1.44783 -11.00799
64 H -7.39113 2.53199 7.40841
65 O 7.26631 0.42006 -0.87242
66 O -5.86753 -0.82222 -10.20099
67 H -3.48246 -3.67343 6.68290
68 H -0.20639 -2.51334 -1.19756
69 H -3.94758 -0.16615 -9.74417
70 C 8.16252 1.33123 -1.49564
71 C 4.24183 5.74839 -2.64890
72 C 0.27106 0.49004 -1.83883
73 H -5.67131 -6.16476 2.46523
74 H -5.63083 -0.99437 -6.13440
75 H -3.07706 -0.63701 3.54295
76 O 6.91091 5.95594 -0.52695
77 H -4.38097 -1.82364 -9.25991
78 H 0.13996 4.94800 9.93113
79 O 0.89363 -3.63888 -2.66767
80 H -2.76771 -2.91023 4.44704
81 H 4.00388 2.55718 -3.65861
82 F 6.06275 -0.87616 -6.05789
83 H 0.44254 1.52996 -2.13687
84 F -1.70424 1.39147 -0.87168
85 H 1.55148 -3.04474 0.53573
86 H 0.04449 3.24619 5.47047
87 C -4.29650 0.49791 4.89647
88 H 2.28471 3.40373 7.64006
89 C -6.38012 2.32939 7.06931
90 O 6.24664 2.34113 -0.72436
91 H 2.11843 2.70920 -0.60800
92 Cd 2.09171 -1.92954 -3.22104
93 H 8.99308 1.30753 -3.54475
94 C 1.21799 -2.11583 -6.36718
95 C 8.77551 0.65108 -2.69790
96 C 0.96897 0.55413 9.77503
97 H -5.60773 0.68397 -5.54893
98 C -3.61362 -0.16755 -5.82181
99 O 3.86414 -0.73952 -4.13855
100 H 6.72416 2.44635 -2.69694
101 C 0.49629 -3.91389 -5.00633
102 H 2.57922 4.33497 -2.22036
103 O 0.82436 -0.26064 -2.82432
104 H 8.09697 -0.09311 -3.11087
105 H 5.55970 -1.94360 -3.86434
106 C 1.42038 1.24737 4.51547
107 H 0.43535 1.41495 4.05710
108 H 1.56858 0.30943 1.12994
109 H -2.05196 -2.70027 7.22281
110 H -2.51467 -4.08223 8.05599
111 H -1.94241 -2.76644 0.90922
112 C 1.19019 1.00308 0.37252
113 H 0.13385 2.98511 10.81566
114 H 4.04730 -0.93181 -0.78553
115 H -7.39923 0.40281 -10.00294
116 H -7.17063 -0.69200 7.61676
117 H -0.40023 -4.79130 4.82593
118 H 0.28961 2.05109 6.72728
119 H -3.69736 0.44987 5.80588
120 C 2.39505 1.93706 0.11265
121 O -4.15994 -4.78328 2.29467
122 H 1.89811 4.62027 6.49818
123 C 0.42612 -3.39688 -1.32349
124 H -6.99644 -0.62363 -7.79033
125 O 5.74286 7.27459 -1.87393
126 H -7.03184 1.13252 -7.80262
127 C -2.48299 -3.18424 1.76360
128 H -3.78948 -4.01430 0.35162
129 O -2.59779 1.36886 3.55090
130 C 2.78962 5.37058 -2.47220
131 C 4.61106 0.40176 -3.69852
132 O 2.48297 -2.23585 -1.14810
133 F 5.94056 -3.04489 -6.12169
134 H 9.75447 0.29218 -2.38279
135 H 1.39093 0.32380 5.09679
136 H 4.51002 -2.57702 -0.87601
137 O -1.51522 -4.50782 6.33987
138 C 3.71879 -1.93064 -0.49593
139 C -2.44983 -3.70370 7.03173
140 O 1.80159 2.33361 5.31337
141 H 2.22610 5.90642 -1.69732
142 H -2.81885 2.37733 1.65923
143 F -1.73818 -0.73772 -0.96327
144 H -6.14929 -4.71863 1.70966
145 H 3.11674 1.44893 -2.62324
146 H 1.93880 0.07591 9.67233
147 O -1.55774 -3.51022 2.77961
148 C 0.68836 4.25725 9.28696
149 F 4.28829 -1.83818 -6.86617
150 H -5.10358 -1.46764 6.50239
151 H -2.65059 -4.64815 3.99899
152 C 6.29157 1.08794 -0.24710
153 H 5.41237 0.66490 -4.38942
154 C -6.68487 0.04056 6.95793
155 H 4.99685 0.27346 -2.68176
156 C 0.23773 2.82947 9.73140
157 F -2.00284 0.42509 -2.76390
158 H 0.39494 1.62852 0.78466
159 H -6.59890 -1.74263 5.67456
160 H -1.06606 -3.46503 -3.56928
161 H -3.97419 -2.80322 -6.60749
162 O 1.06705 -2.59069 -5.03807
163 O -5.14196 0.41501 -7.53039
164 H -5.70075 3.04104 7.54619
165 C -2.16402 1.74233 2.26454
166 H -0.17075 -4.16499 -0.82040
167 C -5.30641 -5.41526 1.75398
168 H -0.73988 2.62212 9.29109
169 H 0.20146 0.19323 9.09318
170 C -1.03216 -3.95306 5.12628
171 C 5.20560 -1.91296 -5.87400
172 H 8.96376 1.76665 -0.88583

Cartesian forces, eV/Å:
H 0.7 0.1 0.4
C -0.8 -0.5 0.0
H -0.2 0.8 0.6
H -0.3 -0.7 0.0
H 0.7 0.8 -0.4
O 0.0 -0.5 0.5
H 0.8 0.3 0.4
H 0.4 0.4 -0.2
H 0.9 -0.5 0.0
C 0.7 -1.1 1.4
H 0.4 0.0 0.4
C 0.7 -0.9 1.0
C -0.5 -0.2 0.1
O -0.9 -0.6 0.5
C -0.5 1.4 0.3
H -0.3 0.4 0.8
C -0.1 -1.4 0.0
H -0.4 -0.5 -0.3
C -0.8 -0.8 -0.4
C 0.0 2.2 -0.3
O -0.6 1.4 0.1
H -0.1 -0.2 0.4
H 0.0 -0.3 0.2
C 0.4 -0.2 -0.5
H 0.2 -0.4 -0.3
H 0.2 -0.1 -0.1
H 0.4 0.1 0.5
H 0.4 -0.3 0.5
H 0.3 -0.3 0.0
H 0.7 0.3 -0.3
H 0.3 0.3 0.3
C -1.4 0.5 -0.8
C 0.6 0.1 -1.1
O 1.1 -0.5 -1.8
H -0.1 0.7 0.0
C 0.7 0.2 -1.1
O 0.6 0.0 -0.3
H 0.1 0.1 0.1
C 0.6 -1.8 1.9
H -0.1 -0.4 0.1
H 0.2 -0.2 0.1
H -0.4 0.4 0.4
H 0.0 -0.7 -0.3
C 1.1 1.0 -0.2
O 0.2 0.0 0.5
C 0.6 1.6 -1.0
H -0.3 0.0 -0.2
H -0.2 0.5 0.2
C -0.1 1.0 0.4
H -0.8 -0.3 -0.3
H -0.1 0.2 0.0
O -0.5 -0.8 -1.1
O 0.0 -1.0 -0.2
O -1.0 -0.1 -1.0
H -0.2 0.0 0.1
H 0.4 -0.2 0.1
C 0.0 -1.9 -0.8
H 0.1 0.3 -0.1
H 0.0 -0.2 0.0
H -0.7 -0.3 -0.6
C -0.3 -0.1 0.3
C -0.6 -0.4 -1.0
H 0.2 0.0 0.2
H -0.2 0.0 -0.5
O 0.9 -0.9 0.9
O -0.5 0.7 -0.3
H 0.1 0.0 -0.7
H 0.3 0.3 -0.8
H 0.1 -0.1 -0.1
C 0.3 1.2 -1.0
C -1.5 -1.0 0.6
C 1.2 -2.1 -1.4
H 0.3 0.0 0.1
H 0.1 -0.1 0.2
H 0.2 0.0 -0.1
O -0.4 -0.4 0.4
H 0.4 0.1 -0.1
H -0.5 0.3 -0.6
O -2.7 -1.6 0.9
H -0.1 0.2 -0.5
H 0.4 -0.2 -0.1
F -0.3 -0.2 0.2
H -0.2 0.5 0.9
F 0.3 0.0 -0.1
H -0.3 0.4 -0.1
H -0.2 0.6 0.6
C -1.8 1.2 -1.1
H -0.4 -0.4 0.3
C 2.0 0.0 1.3
O -0.1 0.3 0.5
H 0.1 0.1 -0.1
Cd 0.4 2.2 -0.6
H -0.2 0.4 0.3
C 0.3 -1.1 -1.2
C 0.4 0.4 -0.3
C 0.8 1.8 0.6
H 0.1 -0.1 0.3
C 0.5 0.2 -1.1
O 1.3 1.7 -0.7
H 0.2 0.0 0.0
C 0.7 0.6 1.7
H 0.4 -0.3 -0.7
O -1.4 0.4 -0.1
H 0.2 -0.3 0.3
H 0.1 0.7 0.2
C -1.0 0.1 -0.4
H -0.3 0.0 0.4
H -0.4 0.3 0.6
H -0.1 0.3 -0.6
H 0.0 -0.4 -0.1
H 0.4 -0.1 0.2
C 1.6 -0.1 1.1
H -0.5 -0.5 0.1
H -0.4 0.1 -0.2
H -0.2 0.1 0.3
H 0.1 0.6 0.9
H 0.4 0.6 -0.6
H 0.2 -0.1 0.0
H 0.1 -0.4 -0.1
C -1.0 -0.5 -1.1
O -0.2 -0.5 -1.4
H 0.0 -0.2 -0.2
C 0.5 0.6 1.3
H 0.4 -0.4 0.0
O 0.6 1.0 -0.4
H -0.2 -0.1 0.4
C 0.2 -0.7 -0.6
H -0.5 0.0 0.2
O -0.8 0.1 -0.7
C -1.3 1.2 0.4
C -0.4 1.2 0.1
O 0.7 -0.6 2.3
F -0.7 0.9 0.6
H -0.2 -0.7 -0.3
H 0.0 -0.1 -0.1
H -0.1 -0.5 0.4
O -1.2 0.4 0.0
C 0.4 0.6 -0.6
C 0.6 0.1 1.5
O 1.2 0.0 0.0
H 0.7 0.3 0.3
H -0.8 -0.7 0.1
F 0.5 -0.5 -0.3
H 0.2 0.3 -0.5
H -0.3 0.1 -0.1
H -0.3 -0.5 -0.1
O 0.4 1.0 0.4
C -0.3 -0.9 0.6
F 0.2 0.1 0.3
H 0.0 0.2 0.5
H -0.5 0.2 0.5
C -1.0 0.4 -0.1
H 0.0 -0.3 0.0
C -0.2 -2.1 -0.8
H 0.4 -0.6 -0.2
C 1.1 2.2 0.8
F 0.4 -0.3 -0.2
H -0.5 -0.5 -0.3
H -0.4 0.2 0.1
H 0.6 1.1 0.3
H -0.2 0.1 0.3
O -1.4 -0.2 -1.7
O -0.5 -0.7 -0.2
H -0.3 0.1 0.2
C 1.4 0.9 0.4
H 0.2 -0.7 -0.7
C -1.1 -0.5 1.3
H 0.1 -0.5 -0.2
H 0.0 -0.2 0.0
C 0.4 -0.5 0.0
C -0.4 -0.9 -0.9
H -0.1 -1.0 0.8

Its total energy is -121271.621 eV. The calculation puts the largest force on an atom at 3.25 eV Å⁻¹. The gap between HOMO and LUMO is 8.908 eV. The HOMO energy is -8.592 eV. The multiplicity is 1.